[1]
Density functional theory data (the ωB97M-V functional and the def2-TZVPD basis) for 2 unconnected molecules or ions with the total composition C14H9Cl2N3O2 in a non-equilibrium geometry.

Last column: Mulliken charge in e.
Geometry (Å):
1 N -1.93172 -1.91624 2.44704  -0.470
2 C -0.93250 -1.32083 2.42700  -0.264
3 C 0.25535 -0.59736 2.40673  0.826
4 C 0.25708 0.77134 2.39985  0.769
5 C -0.93035 1.49636 2.40201  -0.264
6 N -1.92971 2.09066 2.40481  -0.471
7 C 1.52031 1.51220 2.39319  0.404
8 O 1.54381 2.73040 2.39048  -0.588
9 C 2.75069 0.76118 2.39381  0.223
10 Cl 4.24151 1.60818 2.40679  -0.119
11 C 2.74893 -0.59405 2.39361  0.207
12 Cl 4.23727 -1.44475 2.40418  -0.120
13 C 1.51658 -1.34155 2.39666  0.455
14 O 1.53591 -2.55977 2.39274  -0.590
15 C 1.43898 -1.01669 -2.12079  -1.250
16 C 0.02106 -0.64200 -1.95102  0.303
17 C -0.92353 -1.26208 -1.16227  -0.430
18 C -2.13081 -0.57024 -1.32445  -0.772
19 C -1.90281 0.46670 -2.20436  0.367
20 C -2.87765 1.46076 -2.69954  -1.226
21 N -0.58358 0.41857 -2.57704  -0.064
22 H 1.69072 -1.88520 -1.51429  0.274
23 H 1.64672 -1.26298 -3.16194  0.338
24 H 2.09480 -0.19671 -1.82709  0.304
25 H -0.75913 -2.12672 -0.53949  0.602
26 H -3.07114 -0.80509 -0.85307  0.415
27 H -3.86153 1.30016 -2.26100  0.297
28 H -2.55839 2.47276 -2.44976  0.311
29 H -2.97792 1.39354 -3.78317  0.313
30 H -0.12889 1.05944 -3.22963  0.222

Summary:
- strongest force on any atom (eV Å⁻¹) = 3.4
- DFT total energy (hartree) = -1773.9536
- frontier orbital gap (eV) = 4.5
- spin multiplicity = 1
- SMILES = N#CC1=C(C#N)C(=O)C(Cl)=C(Cl)C1=O.Cc1ccc(C)[nH]1
- HOMO level (eV) = -7.776

[2]
Density functional theory data (the ωB97M-V functional and the def2-TZVPD basis) for 2 unconnected molecules or ions with the total composition C10H18OS in a non-equilibrium geometry.

Last column: Mulliken charge in e.
Geometry (Å):
1 C -1.40926 -1.33954 0.18440  -0.243
2 C -2.31630 -2.13218 -0.59564  0.672
3 C -2.14974 -3.07031 -1.53376  -1.168
4 C -0.11841 -1.51739 0.42238  -0.795
5 C 1.30586 3.32015 -0.12044  -0.180
6 C 0.84342 2.41801 -0.98065  -0.521
7 C -3.80413 -1.74593 -0.24762  -1.257
8 C 2.79984 3.46253 0.10260  -1.227
9 C 1.62317 1.56715 -1.95491  -0.988
10 C 1.28199 -1.67177 2.69076  -1.134
11 O -0.46597 0.48537 2.09680  -0.616
12 S 0.67080 -0.28155 1.59517  0.561
13 H -1.80087 -0.56521 0.73138  0.623
14 H -1.15619 -3.31828 -1.73364  0.311
15 H -3.00216 -3.41541 -1.93240  0.366
16 H 0.57213 -2.23659 0.21747  0.501
17 H 0.83646 3.98447 0.50061  0.478
18 H -0.13209 2.35523 -1.09377  0.627
19 H -3.94680 -0.56742 -0.42933  0.268
20 H -4.05977 -2.01454 0.88969  0.248
21 H -4.38361 -2.31243 -0.82839  0.488
22 H 3.38247 2.92455 -0.56392  0.372
23 H 3.00476 3.15577 1.06638  0.289
24 H 2.96928 4.51395 -0.10580  0.315
25 H 1.00414 1.42809 -2.97041  0.259
26 H 1.58989 0.60513 -1.57774  0.236
27 H 2.66826 1.82556 -2.20454  0.360
28 H 0.46330 -2.39515 2.91549  0.372
29 H 1.91681 -1.19774 3.41184  0.348
30 H 1.81272 -2.26453 2.04796  0.435

Summary:
- strongest force on any atom (eV Å⁻¹) = 5.7
- DFT total energy (hartree) = -865.0560
- frontier orbital gap (eV) = 9.2
- spin multiplicity = 1
- energy relative to the best compared isomer or geometry (same formula, charge and spin) (kcal/mol) = 118.8
- HOMO level (eV) = -8.772

[3]
Density functional theory data (the ωB97M-V functional and the def2-TZVPD basis) for a molecular structure, C37H33IN3P2RhS in a non-equilibrium geometry.

Last column: Mulliken charge in e.
Geometry (Å):
1 Rh -0.03557 0.28436 0.73380  -0.479
2 I 2.37050 0.15863 -0.60102  0.198
3 C 2.42817 2.27562 -0.48830  0.913
4 C 3.61464 2.91997 -0.68475  -0.585
5 C 3.64290 4.32324 -0.61528  -0.704
6 C 2.48557 5.01991 -0.40174  -0.908
7 C 1.24884 4.35445 -0.23834  0.819
8 C 0.03921 5.06877 -0.09778  -0.849
9 C -1.15294 4.41196 0.02857  -1.225
10 C -1.18716 3.00793 0.08218  -0.108
11 C -0.03472 2.27660 -0.01594  -0.017
12 C 1.20857 2.92827 -0.23518  0.837
13 H 4.51841 2.36546 -0.89884  0.443
14 H 4.58211 4.84274 -0.74476  0.414
15 H 2.50266 6.10095 -0.35133  0.429
16 H 0.07486 6.15066 -0.11967  0.430
17 H -2.07672 4.96944 0.10468  0.463
18 H -2.14406 2.51877 0.20341  0.527
19 N -1.87148 -2.06309 -0.00364  -0.264
20 P -2.26291 -0.42318 0.21129  1.360
21 C -4.00441 -0.59532 0.71442  0.330
22 C -4.49331 -0.11750 1.92380  -0.191
23 C -5.83826 -0.26960 2.23285  -0.608
24 C -6.69025 -0.89378 1.33655  -0.537
25 C -6.20173 -1.37341 0.12565  -0.853
26 C -4.86443 -1.22071 -0.19143  -0.448
27 C -2.42018 0.33460 -1.44330  1.078
28 C -1.51378 0.03080 -2.45893  -0.593
29 C -1.59696 0.68418 -3.67918  -1.019
30 C -2.56859 1.65307 -3.88211  -0.573
31 C -3.46242 1.96981 -2.86752  -0.672
32 C -3.38491 1.32295 -1.64543  -0.663
33 P -0.24526 -2.51547 -0.28078  0.729
34 C -0.51906 -4.28619 -0.64185  0.218
35 C -1.11651 -4.61694 -1.85790  -0.463
36 C -1.47215 -5.93075 -2.11765  -0.616
37 C -1.21836 -6.91833 -1.17602  -0.568
38 C -0.59748 -6.59512 0.02138  -0.727
39 C -0.23672 -5.28303 0.29049  -0.407
40 C 0.44944 -2.53620 1.41266  -0.033
41 C 1.82567 -2.75449 1.53512  -0.852
42 C 2.38940 -2.97116 2.77895  -0.849
43 C 1.58172 -2.98191 3.91132  -0.624
44 C 0.21829 -2.76237 3.79728  -0.718
45 C -0.35469 -2.52898 2.55383  -0.011
46 H -2.60576 -2.71250 -0.25779  0.476
47 H -3.83054 0.37782 2.62355  0.349
48 H -6.22518 0.10283 3.17185  0.440
49 H -7.74073 -1.00337 1.56937  0.418
50 H -6.86404 -1.85662 -0.57974  0.437
51 H -4.49289 -1.56928 -1.14806  0.397
52 H -0.75440 -0.72434 -2.30555  0.426
53 H -0.89260 0.44042 -4.46333  0.483
54 H -2.63621 2.15161 -4.83990  0.447
55 H -4.22159 2.72397 -3.02680  0.452
56 H -4.08750 1.56868 -0.85811  0.444
57 H -1.29827 -3.85448 -2.60824  0.434
58 H -1.93802 -6.19264 -3.05821  0.421
59 H -1.49740 -7.94404 -1.37622  0.402
60 H -0.39418 -7.36410 0.75492  0.432
61 H 0.25281 -5.04502 1.22443  0.308
62 H 2.44752 -2.79646 0.64678  0.651
63 H 3.45026 -3.16726 2.86236  0.493
64 H 2.02047 -3.17797 4.88148  0.476
65 H -0.41634 -2.81819 4.67362  0.557
66 H -1.42832 -2.42153 2.45428  0.590
67 S 0.37089 1.17338 2.89642  -0.212
68 C 0.08251 0.57491 4.46571  -0.103
69 N -1.09920 0.31496 5.01299  0.116
70 C -0.99616 0.01349 6.44489  -0.484
71 C 0.51750 0.17203 6.70680  -0.503
72 N 1.04427 0.41953 5.36160  -0.031
73 H -1.97352 0.47938 4.54739  0.134
74 H -1.34715 -0.99680 6.65270  0.305
75 H -1.58834 0.71110 7.03366  0.373
76 H 0.95581 -0.72644 7.13708  0.283
77 H 0.74117 1.01029 7.36569  0.343
78 H 2.00672 0.65439 5.18024  0.222

Summary:
- strongest force on any atom (eV Å⁻¹) = 1.4
- net charge = +2
- DFT total energy (hartree) = -3082.6511
- frontier orbital gap (eV) = 5.3
- spin multiplicity = 1
- energy relative to the best compared isomer or geometry (same formula, charge and spin) (kcal/mol) = 64.1
- HOMO level (eV) = -12.856

[4]
Density functional theory data (the ωB97M-V functional and the def2-TZVPD basis) for 2 unconnected molecules or ions with the total composition CHNO2S in a non-equilibrium geometry.

Last column: Mulliken charge in e.
Geometry (Å):
1 N 1.20890 -0.93750 0.75159  -0.493
2 C 1.76029 -0.27445 -0.11472  0.574
3 O 2.39174 0.41750 -0.78319  -0.370
4 H 0.30962 -0.81367 1.13805  0.292
5 O -2.39244 0.26010 -0.73201  -0.287
6 S -3.27811 1.34801 -0.25973  0.285

Summary:
- strongest force on any atom (eV Å⁻¹) = 2.9
- DFT total energy (hartree) = -642.0644
- frontier orbital gap (alpha / beta) (eV) = 7.8 / 7.8
- spin multiplicity = 1
- SMILES = N=C=O.O=S
- energy relative to the best compared isomer or geometry (same formula, charge and spin) (kcal/mol) = 16.4
- HOMO level (alpha / beta) (eV) = -9.641 / -9.647